Entry 1:
This record from the Open Molecules 2025 dataset describes a 3-piece molecular cluster, C19H44N7O6P2S overall at a distorted geometry. The level of theory is ωB97M-V with the def2-TZVPD basis set.

## Properties
Orbital gap, eV: 5.90
Net charge: +1

Positions of all 79 atoms, in Å:
O: -3.731 1.541 1.735
C: -3.358 0.868 0.824
O: -4.221 0.156 0.066
C: -5.345 0.935 -0.369
S: -6.688 1.040 0.853
O: -7.550 2.052 0.320
O: -7.226 -0.265 1.068
C: -1.836 0.865 0.622
C: -1.054 -0.287 0.643
C: 0.303 -0.124 0.507
N: 0.849 1.086 0.342
C: 0.109 2.204 0.328
C: -1.258 2.122 0.463
H: -5.797 0.384 -1.192
H: -5.099 1.940 -0.708
H: -6.150 1.511 2.009
H: -1.498 -1.260 0.781
H: 1.010 -0.940 0.533
H: 1.856 1.197 0.253
H: 0.577 3.172 0.226
H: -1.878 3.006 0.474
O: -1.430 -1.061 -2.764
P: -2.097 -1.420 -4.072
N: -0.702 -1.738 -5.013
C: -0.233 -0.985 -6.158
C: 0.192 -2.789 -4.547
N: -2.758 0.144 -4.329
C: -2.650 0.925 -5.546
C: -2.798 0.980 -3.138
N: -3.182 -2.085 -5.259
C: -4.566 -2.203 -4.718
C: -2.851 -3.401 -5.836
H: -1.019 -0.840 -6.904
H: 0.556 -1.524 -6.682
H: 0.171 -0.007 -5.870
H: -0.171 -3.785 -4.838
H: 0.286 -2.780 -3.458
H: 1.197 -2.675 -4.950
H: -1.672 1.411 -5.637
H: -3.409 1.711 -5.559
H: -2.838 0.327 -6.434
H: -1.804 1.398 -2.920
H: -3.135 0.435 -2.261
H: -3.492 1.818 -3.263
H: -4.621 -2.935 -3.908
H: -5.255 -2.504 -5.506
H: -4.914 -1.246 -4.335
H: -2.690 -4.165 -5.072
H: -1.969 -3.345 -6.470
H: -3.664 -3.730 -6.482
O: 4.426 0.674 2.304
P: 4.470 0.373 3.785
N: 2.827 -0.083 4.016
C: 1.837 0.587 4.832
C: 2.338 -1.172 3.197
N: 4.824 1.948 4.352
C: 4.147 2.622 5.445
C: 5.274 2.927 3.368
N: 4.988 -0.270 5.316
C: 6.475 -0.262 5.425
C: 4.555 -1.634 5.676
H: 2.194 0.762 5.849
H: 0.945 -0.030 4.951
H: 1.521 1.544 4.396
H: 2.607 -2.154 3.609
H: 2.752 -1.115 2.184
H: 1.250 -1.146 3.101
H: 3.183 3.042 5.135
H: 4.760 3.448 5.814
H: 3.996 1.969 6.302
H: 4.440 3.337 2.785
H: 5.992 2.490 2.679
H: 5.782 3.755 3.866
H: 6.935 -0.949 4.710
H: 6.781 -0.552 6.430
H: 6.872 0.734 5.243
H: 4.806 -2.370 4.908
H: 3.485 -1.673 5.866
H: 5.036 -1.934 6.607

=====

Entry 2:
This record from the Open Molecules 2025 dataset describes a 13-piece molecular cluster, C19H45F2N13O29 overall at a distorted geometry. The level of theory is ωB97M-V with the def2-TZVPD basis set.

## Properties
Orbital gap, eV: 9.49

Positions of all 108 atoms, in Å:
C: -3.885 1.685 -0.574
C: -4.837 0.857 0.464
C: -4.684 -0.770 0.433
O: -3.396 -1.284 -0.042
C: -2.361 -1.311 0.989
O: -1.189 -1.853 0.225
N: -1.471 -1.473 -1.061
O: -0.615 -0.660 -1.376
C: -1.741 0.064 1.620
F: -2.549 0.625 2.767
O: -0.576 -0.491 2.390
C: -1.146 -1.685 3.099
O: -0.599 -2.070 4.255
C: -2.428 -2.346 2.251
F: -3.506 -2.245 3.262
H: -4.459 2.185 -1.481
H: -2.990 1.089 -1.033
H: -3.396 2.575 0.054
H: -5.963 1.105 0.155
H: -4.750 1.192 1.594
H: -5.505 -1.169 -0.338
H: -5.028 -1.213 1.484
H: -1.406 0.878 0.814
H: -2.071 -3.452 2.114
C: -1.474 1.616 5.577
N: -1.886 2.596 6.618
O: -2.594 3.542 6.256
O: -1.486 2.388 7.770
H: -1.895 1.922 4.618
H: -0.382 1.616 5.538
H: -1.860 0.638 5.874
C: -2.514 6.005 4.309
N: -3.401 5.949 3.116
O: -3.387 4.909 2.448
O: -4.086 6.952 2.883
H: -1.973 5.061 4.392
H: -1.820 6.836 4.165
H: -3.148 6.164 5.184
C: 0.417 5.441 1.131
N: 1.048 5.620 2.466
O: 0.311 5.952 3.402
O: 2.267 5.424 2.537
H: -0.653 5.645 1.216
H: 0.891 6.145 0.445
H: 0.589 4.408 0.822
C: -0.770 -0.799 -5.191
N: -1.945 0.092 -4.991
O: -2.292 0.319 -3.826
O: -2.486 0.538 -6.010
H: -0.397 -1.116 -4.214
H: -1.104 -1.659 -5.774
H: -0.010 -0.227 -5.727
C: 2.426 2.435 -4.173
N: 1.539 2.379 -5.366
O: 1.554 1.339 -6.034
O: 0.854 3.382 -5.599
H: 2.967 1.490 -4.091
H: 3.120 3.266 -4.317
H: 1.792 2.594 -3.298
C: 1.376 -4.504 3.139
N: 0.461 -5.636 3.448
O: 0.875 -6.503 4.226
O: -0.648 -5.622 2.901
H: 2.310 -4.646 3.687
H: 1.556 -4.510 2.062
H: 0.880 -3.584 3.454
C: 5.548 3.494 -0.992
N: 4.661 3.438 -2.185
O: 4.675 2.397 -2.853
O: 3.975 4.441 -2.418
H: 6.089 2.549 -0.909
H: 6.242 4.325 -1.135
H: 4.914 3.653 -0.117
C: 2.776 -0.910 1.645
N: 3.625 -1.696 2.580
O: 4.692 -1.185 2.941
O: 3.197 -2.803 2.926
H: 3.273 0.038 1.428
H: 2.655 -1.500 0.734
H: 1.816 -0.738 2.137
C: 1.937 -4.177 -4.508
N: 1.149 -3.182 -5.284
O: 0.067 -3.557 -5.751
O: 1.639 -2.053 -5.402
H: 1.390 -5.122 -4.486
H: 2.898 -4.301 -5.012
H: 2.066 -3.782 -3.499
C: -1.755 -2.939 -8.470
N: -0.787 -3.289 -9.545
O: -1.243 -3.805 -10.572
O: 0.404 -3.037 -9.327
H: -2.760 -3.216 -8.796
H: -1.471 -3.499 -7.577
H: -1.686 -1.862 -8.303
C: 7.215 0.490 5.397
N: 7.728 1.265 4.236
O: 7.040 2.213 3.839
O: 8.807 0.899 3.754
H: 6.263 0.920 5.716
H: 7.081 -0.544 5.071
H: 7.957 0.561 6.195
C: -3.277 -5.759 0.114
N: -4.452 -4.868 0.314
O: -4.799 -4.641 1.478
O: -4.993 -4.422 -0.705
H: -2.904 -6.076 1.090
H: -3.611 -6.620 -0.469
H: -2.517 -5.187 -0.422

=====

Entry 3:
This record from the Open Molecules 2025 dataset describes C19H45I2LuO5P2Si as an isolated structure at a distorted geometry. The level of theory is ωB97M-V with the def2-TZVPD basis set.

## Properties
Orbital gap (spin up / spin down), eV: 4.14 / 3.74
Net charge: +2
ΔE to the lowest compared entry with this formula, charge and spin, eV: 0.000

Positions of all 75 atoms, in Å:
I: -3.244 0.346 -3.174
I: 2.397 0.812 -3.342
Lu: -0.375 0.422 -2.534
P: -1.126 -2.236 -3.091
C: -1.409 -3.277 -1.635
C: -2.393 -2.831 -4.278
H: -2.307 -3.887 -4.578
H: 0.430 -3.862 -4.086
H: -2.354 -2.228 -5.193
H: 0.689 -2.199 -4.664
H: -2.289 -2.903 -1.099
H: -3.401 -2.689 -3.866
C: 0.447 -2.810 -3.787
H: -1.600 -4.315 -1.941
H: 1.254 -2.650 -3.069
H: -0.570 -3.231 -0.933
P: -1.003 3.088 -3.108
C: -1.239 4.085 -1.612
C: 0.428 3.924 -3.841
H: -2.375 3.201 -5.102
H: -2.155 4.812 -4.369
H: -3.319 3.649 -3.673
C: -2.341 3.749 -4.154
H: 0.706 3.405 -4.761
H: 0.201 4.971 -4.061
H: -1.179 5.155 -1.828
H: -0.468 3.825 -0.882
H: 1.286 3.850 -3.171
H: -2.205 3.871 -1.151
C: -2.188 1.393 -1.108
O: -2.767 1.738 -0.155
C: 1.745 2.712 0.746
C: 2.568 1.501 1.217
C: 3.987 1.588 0.619
C: 2.573 1.406 2.751
O: 2.015 0.243 0.684
Si: 0.658 -0.689 0.654
O: 0.026 -0.494 -0.792
O: 1.133 -2.243 0.898
C: 1.420 -3.064 2.093
C: 1.430 -4.513 1.615
C: 2.783 -2.703 2.695
C: 0.328 -2.874 3.124
O: -0.352 -0.280 1.881
C: -1.545 0.239 2.754
C: -2.836 -0.354 2.176
C: -1.376 -0.270 4.188
C: -1.446 1.767 2.758
H: 2.202 3.639 1.142
H: 0.707 2.654 1.107
H: 1.732 2.775 -0.355
H: 4.518 2.468 1.015
H: 4.573 0.691 0.862
H: 3.927 1.669 -0.479
H: 2.990 2.331 3.184
H: 1.545 1.276 3.133
H: 3.191 0.563 3.101
H: 2.265 -4.682 0.921
H: 1.546 -5.179 2.486
H: 0.487 -4.755 1.106
H: 2.822 -1.661 3.044
H: 2.966 -3.339 3.575
H: 3.605 -2.887 1.987
H: 0.422 -1.895 3.602
H: -0.668 -2.991 2.677
H: 0.419 -3.623 3.927
H: -2.769 -1.455 2.109
H: -3.694 -0.111 2.829
H: -3.060 0.045 1.183
H: -0.395 -0.008 4.615
H: -2.143 0.209 4.822
H: -1.531 -1.356 4.274
H: -0.497 2.109 3.215
H: -1.542 2.159 1.738
H: -2.261 2.201 3.363